Entry 1:
{"formula": "C2H6N3OS", "method": "ωB97M-V with the def2-TZVPD basis set", "species": ["C", "C", "N", "N", "N", "O", "S", "H", "H", "H", "H", "H", "H"], "positions_angstrom": [[0.6534, 0.1607, -1.9774], [0.8569, -0.8777, 2.5731], [-0.3373, -0.5796, 2.2711], [0.0001, -0.5166, -1.1569], [-0.9930, 0.2079, -0.3441], [0.4586, 1.4057, -2.3126], [2.3509, -0.9527, 2.8717], [1.3137, -0.5389, -2.4407], [-0.6745, 0.1665, 0.6886], [-1.0782, -1.2422, 2.5393], [0.2373, 2.1184, -1.6800], [-1.6543, -0.5222, -0.2828], [-1.1336, 1.1707, -0.7493]], "nbo_charge": [0.42, 0.19, -0.83, -0.32, -0.61, -0.66, 0.28, 0.23, 0.47, 0.43, 0.52, 0.45, 0.42], "charge": 1, "e_tot_ev": -19514.9892, "homo_ev": -13.7, "orbital_gap_ev": 9.80}


Entry 2:
{"formula": "C2H6N3S", "method": "ωB97M-V with the def2-TZVPD basis set", "species": ["C", "C", "N", "N", "N", "S", "H", "H", "H", "H", "H", "H"], "positions_angstrom": [[0.2298, -0.4320, -0.3042], [1.7208, -0.0789, -0.2544], [-0.7169, 0.9232, -0.2005], [0.0486, 1.9452, 0.0403], [-2.4102, 0.0873, -0.2865], [1.6863, 1.6682, 0.1724], [-0.1302, -0.9996, -1.1075], [-0.2871, -0.9567, 0.4737], [2.1896, -0.8005, 0.4801], [2.0586, -0.1053, -1.2065], [-2.4557, -0.8865, -0.5398], [-2.6763, 0.6754, -0.9856]], "nbo_charge": [-0.25, -0.61, 0.01, -0.19, -0.40, 0.68, 0.23, 0.23, 0.30, 0.25, 0.39, 0.36], "charge": 1, "e_tot_ev": -17463.4757, "homo_ev": [-14.7, -14.7], "orbital_gap_ev": [7.59, 7.59]}